Here is C10H12ClNO3W as an isolated structure from OMol25. Energies are from ωB97M-V/def2-TZVPD.

Relative energy (zero: lowest compared OMol25 entry of this formula, charge and spin) in eV: 2.335
LUMO level (spin up / spin down) in eV: -11.402 / -11.048
Orbital gap (spin up / spin down) in hartree: 0.1921 / 0.2139
HOMO level (spin up / spin down) in eV: -16.63 / -16.87

ORCA input file:
```
! wB97M-V def2-TZVPD RIJCOSX def2/J DEFGRID3
* xyz 2 3
Cl -0.1339 5.4676 -2.6540
C -2.1728 0.1812 -1.5270
C -1.3068 -0.8169 -1.0782
C -0.0584 -0.6397 -1.7998
H -1.4813 -1.5776 -0.2750
C -0.1382 0.4442 -2.6678
C -1.5085 0.9607 -2.5571
H -1.8428 1.8628 -3.0771
H -3.2167 0.3423 -1.2534
H 0.9271 -1.2964 -1.6556
C 0.9373 1.0686 -3.5531
W -0.3508 0.9786 -0.4604
C 1.4581 1.0009 0.2103
O 2.5162 0.9517 0.7097
C -1.3517 1.2396 1.1828
O -1.8638 1.3316 2.2548
H 1.9106 0.8066 -3.1280
H 0.8025 2.1508 -3.5638
H 0.8553 0.6456 -4.5578
C 0.8565 -0.5946 3.3788
C 0.3794 -1.8853 2.7832
N 0.6353 -3.0209 3.4995
O -0.2161 -1.9766 1.6989
H 1.2130 -0.7196 4.4055
H 0.0435 0.1335 3.3625
H 1.6661 -0.1904 2.7662
H 0.3293 -3.8767 3.1478
H 1.1115 -2.9717 4.4081
*
```

Here is a 2-piece molecular cluster, C4H8N2O3 overall from OMol25. Energies are from ωB97M-V/def2-TZVPD.

Relative energy (zero: lowest compared OMol25 entry of this formula, charge and spin) in eV: 6.806
LUMO level in eV: 0.021
Orbital gap in hartree: 0.3088
HOMO level in eV: -8.38

ORCA input file:
```
! wB97M-V def2-TZVPD RIJCOSX def2/J DEFGRID3
* xyz 0 1
C 1.3631 -0.2784 -0.0359
C -0.7986 -0.8715 0.7953
C -2.5113 -0.1089 -0.8188
C -2.9699 1.0405 -0.0915
H 3.5324 0.0676 -1.4558
H 4.0803 -0.3906 0.2687
H 2.4434 1.8287 0.7245
H -1.4104 -0.6337 1.6194
H -0.2691 -1.8864 0.7311
H -2.9579 -0.4731 -1.8223
H -3.7878 1.5493 -0.4503
H -2.6814 1.2556 0.9852
N 3.6892 0.3930 -0.3881
N 2.2764 0.6514 -0.0872
O 1.5308 -1.4148 -0.2609
O 0.1962 0.2268 0.5500
O -1.7253 -0.9555 -0.2633
*
```

Here is a 6-piece molecular cluster, C12H26N2O9 overall from OMol25. Energies are from ωB97M-V/def2-TZVPD.

SMILES string: N#COC1=C(CCN)C(=O)OC1=O.CO.CO.CO.CO.CO
LUMO level in eV: -1.478
Orbital gap in hartree: 0.2920
HOMO level in eV: -9.42

ORCA input file:
```
! wB97M-V def2-TZVPD RIJCOSX def2/J DEFGRID3
* xyz 0 1
N 1.0484 -4.3806 0.1660
C 0.6099 -3.5034 -0.4270
O 0.1051 -2.5335 -1.1279
C -0.7246 -1.6796 -0.4086
C -0.3886 -0.6676 0.3891
C 0.9015 -0.0687 0.8209
C 2.0703 -0.1321 -0.1767
N 3.2411 -0.7629 0.4599
C -1.7131 -0.1418 0.8724
O -1.9859 0.9053 1.3354
O -2.6962 -1.1128 0.5892
C -2.2025 -1.8454 -0.4676
O -2.8780 -2.3932 -1.2718
H 0.6992 0.9867 1.0461
H 1.1906 -0.5145 1.7839
H 2.3429 0.8909 -0.4275
H 1.7824 -0.6468 -1.1007
H 2.9913 -1.6835 0.8126
H 3.9632 -0.9268 -0.2335
C 2.3822 4.2309 0.6334
O 2.4905 2.8076 0.6359
H 1.5865 4.4797 -0.0672
H 2.1295 4.6134 1.6210
H 3.3103 4.6991 0.3011
H 3.1921 2.5643 1.2484
C -2.2957 -6.4047 -0.6627
O -1.0029 -6.7421 -0.1690
H -2.8835 -7.3198 -0.6873
H -2.7998 -5.6839 -0.0178
H -2.2469 -5.9947 -1.6748
H -0.5101 -5.9171 -0.1389
C 3.5664 7.4945 2.7699
O 3.7143 6.0808 2.8312
H 2.7619 7.6966 2.0663
H 3.2953 7.9169 3.7403
H 4.4758 7.9821 2.4103
H 4.4222 5.8809 3.4509
C -5.7535 -3.8434 -1.6842
O -4.4603 -4.1363 -1.1793
H -6.3148 -4.7753 -1.6847
H -6.2821 -3.1193 -1.0577
H -5.7134 -3.4604 -2.7079
H -3.9490 -3.3184 -1.1764
C -0.5508 2.3761 -1.7123
O 0.7123 2.0157 -2.2521
H -0.8827 1.5417 -1.1014
H -0.4885 3.2610 -1.0740
H -1.2930 2.5449 -2.4967
H 1.0308 2.7396 -2.7988
*
```

Here is a 20-piece molecular cluster, CH42O19S overall from OMol25. Energies are from ωB97M-V/def2-TZVPD.

LUMO level (spin up / spin down) in eV: -4.159 / -9.459
Orbital gap (spin up / spin down) in hartree: 0.3206 / 0.1258
HOMO level (spin up / spin down) in eV: -12.88 / -12.88

ORCA input file:
```
! wB97M-V def2-TZVPD RIJCOSX def2/J DEFGRID3
* xyz 1 2
C -2.3589 2.8847 1.2648
S -1.0646 2.4773 2.4308
H -3.0904 1.8846 1.2033
H -2.9024 3.8028 1.3022
H -2.0924 2.8194 0.2312
H 0.0741 3.2335 2.1811
H 0.5067 -2.6354 0.4918
H 1.5840 -1.5918 0.8005
O 0.7046 -1.8391 1.0062
H -4.5539 -2.1388 3.3885
H -4.1082 -0.6315 3.5523
O -4.8172 -1.1965 3.5381
H -3.9238 -1.6153 -2.5232
H -2.8254 -2.4634 -2.1808
O -3.2188 -1.6106 -1.9111
H -4.8215 0.3450 1.4746
H -5.6193 -0.5036 0.3535
O -5.7361 0.1144 1.0916
H 1.1109 3.4266 -3.9521
H 2.1003 4.3938 -3.3339
O 2.0446 3.7526 -3.9492
H -0.0961 -2.2628 2.7623
H 0.2528 -0.8528 2.7582
O -0.3701 -1.3791 3.1915
H -0.1996 -0.3683 -2.1140
H 0.0468 -1.0930 -0.8767
O 0.5176 -0.6165 -1.6096
H 2.2520 0.8318 -1.0767
H 3.2540 1.2258 -2.0647
O 3.1523 0.8300 -1.2307
H -1.5602 -1.7118 1.5792
H -2.7557 -1.6906 0.5302
O -2.1839 -2.2305 1.0855
H 4.3877 -2.2581 -2.2315
H 3.1824 -2.1579 -1.4606
O 4.1474 -2.1522 -1.2765
H -2.8723 1.4650 -2.5135
H -3.7754 2.7384 -1.9648
O -2.9523 2.4843 -2.5308
H 4.5852 0.0446 -0.4688
H 5.7456 -0.8780 -0.1555
O 5.2446 -0.0853 0.1688
H 1.6272 0.8692 -3.8636
H 2.2360 2.1878 -3.6108
O 2.5419 1.2629 -3.8016
H 3.4170 0.3308 3.2187
H 3.4949 1.7372 3.4707
O 3.4267 1.0039 3.9653
H 3.8524 -1.7745 2.2894
H 4.0452 -1.1878 0.8217
O 3.3224 -1.5403 1.4616
H -1.1257 2.9743 -4.7022
H -1.2333 3.2224 -3.1754
O -0.6918 2.7131 -3.8077
H 3.4313 2.2087 0.3000
H 4.2967 1.6433 1.2811
O 3.6412 2.3641 1.1883
H -3.1369 -3.2433 2.5838
H -2.8602 -2.8546 4.0511
O -3.4246 -3.3693 3.4968
H -1.6002 -3.3070 -0.1561
H -1.2971 -4.3466 -1.2810
O -0.9582 -3.6861 -0.6918
*
```

Here is a 3-piece molecular cluster, C22H31ClIN3O5 overall from OMol25. Energies are from ωB97M-V/def2-TZVPD.

SMILES string: CC[C@@H](C)CO[C@H](Cl)CNCCCI.O=[N+]([O-])c1ccccc1.O=[N+]([O-])c1ccccc1
LUMO level in eV: -0.601
Orbital gap in hartree: 0.3029
HOMO level in eV: -8.84

ORCA input file:
```
! wB97M-V def2-TZVPD RIJCOSX def2/J DEFGRID3
* xyz 0 1
C 4.7410 3.0778 2.7844
C 5.1470 2.2776 1.5514
C 4.7689 2.8992 0.2077
C 5.3427 2.0262 -0.9193
C 3.2502 2.9998 0.0611
O 2.8602 4.1933 -0.6094
C 2.0091 5.0325 0.0625
Cl 2.8096 5.7951 1.4896
C 0.6594 4.4099 0.4571
N 0.5857 3.8493 1.8018
C -0.2770 2.6665 1.9183
C 0.2526 1.4450 1.1835
C -0.8274 0.4384 0.8335
I -2.1532 1.1568 -0.6948
H 5.0124 4.1274 2.6908
H 3.6645 3.0330 2.9522
H 5.2112 2.6620 3.6735
H 6.2276 2.1367 1.5585
H 4.6738 1.2934 1.5923
H 5.1949 3.8977 0.1150
H 4.9771 1.0065 -0.7937
H 4.9989 2.3787 -1.8914
H 6.4298 2.0236 -0.9070
H 2.7633 2.9138 1.0321
H 2.9028 2.1679 -0.5553
H 1.8322 5.8682 -0.6059
H -0.0729 5.2099 0.3193
H 0.4359 3.6435 -0.2803
H 0.1993 4.5521 2.4142
H -0.3150 2.4170 2.9796
H -1.3090 2.8770 1.6152
H 0.9571 0.9141 1.8283
H 0.7996 1.7083 0.2809
H -0.4023 -0.4678 0.4205
H -1.4295 0.1953 1.7032
O -0.5715 -2.1799 2.7439
N -0.8904 -2.9043 1.8211
O -0.3227 -2.9321 0.7473
C -2.0484 -3.7895 2.0102
C -2.7321 -3.7449 3.2118
C -3.8345 -4.5658 3.3751
C -4.2345 -5.4090 2.3459
C -3.5310 -5.4390 1.1497
C -2.4240 -4.6255 0.9763
H -2.4114 -3.0817 4.0005
H -4.3852 -4.5432 4.3052
H -5.1023 -6.0418 2.4753
H -3.8469 -6.0849 0.3436
H -1.8762 -4.6340 0.0466
O -3.4481 -4.7664 -2.0790
N -4.0308 -3.7720 -2.4682
O -5.0559 -3.3446 -1.9838
C -3.4522 -3.0452 -3.6093
C -2.2989 -3.5330 -4.1944
C -1.7640 -2.8519 -5.2751
C -2.3838 -1.7047 -5.7514
C -3.5402 -1.2316 -5.1462
C -4.0841 -1.9035 -4.0642
H -1.8276 -4.4256 -3.8125
H -0.8619 -3.2180 -5.7451
H -1.9629 -1.1761 -6.5963
H -4.0190 -0.3351 -5.5146
H -4.9798 -1.5424 -3.5822
*
```

Here is an isolated ion of composition C13H10N and charge +1 from OMol25. Energies are from ωB97M-V/def2-TZVPD.

Relative energy (zero: lowest compared OMol25 entry of this formula, charge and spin) in eV: 2.423
LUMO level in eV: -4.591
Orbital gap in hartree: 0.2835
HOMO level in eV: -12.31

ORCA input file:
```
! wB97M-V def2-TZVPD RIJCOSX def2/J DEFGRID3
* xyz 1 1
C -0.6675 1.9013 0.2838
C 0.5440 1.7366 -0.1310
C 3.5009 -0.3073 -0.3946
C 2.9333 -1.2198 0.4368
C -3.4179 -0.1734 -0.2354
C -2.6874 -1.1394 -0.9551
C -2.7662 0.7337 0.4779
C 2.9148 0.9764 -0.7230
C 1.5720 -1.3591 0.8209
C -1.3304 -1.1736 -0.8483
C -1.3582 0.6271 0.8646
C 1.6918 1.3370 -0.4480
C 0.5303 -0.7074 0.4129
N -0.7123 -0.5651 0.2197
H -1.2230 2.7375 0.5971
H 4.5549 -0.2814 -0.7727
H 3.4859 -1.9458 0.8073
H -4.5225 -0.0644 -0.4032
H -3.3098 -1.5431 -1.6875
H -3.3276 1.6191 0.7713
H 3.6869 1.8075 -1.0937
H 1.4194 -2.1158 1.4610
H -0.5218 -1.6676 -1.4232
H -0.9898 0.7868 1.9626
*
```

Here is a 2-piece molecular cluster, C3H10NOS overall from OMol25. Energies are from ωB97M-V/def2-TZVPD.

Relative energy (zero: lowest compared OMol25 entry of this formula, charge and spin) in eV: 1.798
LUMO level in eV: 3.405
Orbital gap in hartree: 0.2200
HOMO level in eV: -2.58

ORCA input file:
```
! wB97M-V def2-TZVPD RIJCOSX def2/J DEFGRID3
* xyz -1 1
N 1.3933 0.7683 -2.5065
C 1.7122 0.3120 -1.1102
O 0.9419 0.9073 -0.2108
H 1.2758 1.7708 -2.4650
H 2.0629 0.4973 -3.2178
H 1.6187 -0.8013 -1.1216
H 2.8184 0.5228 -0.9487
C -0.6140 -0.4710 2.1449
C -1.3455 -0.6859 0.8569
S -2.9723 0.2185 0.9138
H -1.2038 -0.7889 3.0142
H -0.3030 0.5666 2.2325
H 0.2960 -1.0744 2.1657
H -0.8072 -0.2136 0.0316
H -1.6093 -1.7145 0.6148
H -3.2640 0.1858 -0.3936
*
```

Here is C4H7N as an isolated structure from OMol25. Energies are from ωB97M-V/def2-TZVPD.

Relative energy (zero: lowest compared OMol25 entry of this formula, charge and spin) in eV: 2.907
LUMO level in eV: 0.777
Orbital gap in hartree: 0.3687
HOMO level in eV: -9.26

ORCA input file:
```
! wB97M-V def2-TZVPD RIJCOSX def2/J DEFGRID3
* xyz 0 1
C -1.4061 -0.4951 0.2337
C 0.0494 -0.5569 -0.2377
C 0.8208 1.1940 -0.4635
C 0.9448 -1.2899 0.6270
N 1.6705 -1.8219 1.3595
H -2.0218 0.0137 -0.5093
H -1.8773 -1.4781 0.4093
H -1.4727 0.0422 1.1894
H 0.4269 -0.1369 -1.1536
H 0.3860 1.7869 -1.2997
H 0.5714 1.6117 0.4882
H 1.9081 1.1302 -0.6434
*
```

Here is one molecule with the formula C19H24N4O4 from OMol25. Energies are from ωB97M-V/def2-TZVPD.

Relative energy (zero: lowest compared OMol25 entry of this formula, charge and spin) in eV: 2.707
SMILES string: CCOCCCNC(=O)[C@H](NC(=O)c1cnccn1)c1ccc(OC)cc1
LUMO level in eV: -0.210
Orbital gap in hartree: 0.3008
HOMO level in eV: -8.39

ORCA input file:
```
! wB97M-V def2-TZVPD RIJCOSX def2/J DEFGRID3
* xyz 0 1
C -6.2147 -3.5044 -0.6301
C -6.2090 -2.1821 0.1354
O -4.9225 -1.6657 0.3851
C -4.2552 -1.1582 -0.7494
C -2.9826 -0.4564 -0.2888
C -2.0077 -1.4499 0.3466
N -0.8317 -0.7855 0.8605
C 0.3396 -0.7878 0.2015
O 0.5741 -1.4413 -0.7913
C 1.3675 0.1805 0.8506
N 1.0263 1.5139 0.4040
C 0.0575 2.2477 0.9687
O -0.6138 1.8836 1.9243
C -0.1263 3.5822 0.3242
C -1.0640 4.4931 0.8097
N -1.2366 5.6757 0.2444
C -0.4797 5.9614 -0.8035
C 0.4588 5.0580 -1.2923
N 0.6329 3.8744 -0.7316
C 2.7936 -0.1852 0.5316
C 3.1802 -1.5169 0.5742
C 4.4801 -1.8975 0.2920
C 5.4308 -0.9372 -0.0347
O 6.7340 -1.1934 -0.3342
C 7.1700 -2.5311 -0.3434
C 5.0522 0.4050 -0.0556
C 3.7534 0.7733 0.2238
H -5.5555 -4.2170 -0.1409
H -7.2230 -3.9087 -0.6458
H -5.8825 -3.3663 -1.6561
H -6.8140 -1.4372 -0.4053
H -6.6427 -2.3299 1.1280
H -3.9965 -1.9684 -1.4460
H -4.9084 -0.4452 -1.2776
H -3.2453 0.3066 0.4464
H -2.5100 0.0283 -1.1449
H -2.5123 -1.9708 1.1634
H -1.6698 -2.1762 -0.3960
H -0.9798 -0.0873 1.5819
H 1.2108 0.1568 1.9384
H 1.4412 1.8631 -0.4494
H -1.6769 4.2539 1.6669
H -0.6314 6.9311 -1.2564
H 1.0829 5.2799 -2.1469
H 2.4555 -2.2760 0.8238
H 4.7358 -2.9444 0.3296
H 7.0731 -2.9927 0.6446
H 8.2222 -2.4960 -0.6215
H 6.6211 -3.1276 -1.0791
H 5.7994 1.1448 -0.2953
H 3.4989 1.8228 0.2166
*
```

Here is C29H17I2N2O3RuS5 as an isolated structure from OMol25. Energies are from ωB97M-V/def2-TZVPD.

Relative energy (zero: lowest compared OMol25 entry of this formula, charge and spin) in eV: 1.227
LUMO level (spin up / spin down) in eV: 3.363 / 3.363
Orbital gap (spin up / spin down) in hartree: 0.1721 / 0.1768
HOMO level (spin up / spin down) in eV: -1.32 / -1.45

ORCA input file:
```
! wB97M-V def2-TZVPD RIJCOSX def2/J DEFGRID3
* xyz -2 2
Ru -0.2043 -0.0509 -0.2082
I 2.2424 -0.7035 1.7074
C 1.3491 0.7496 2.8925
C 1.8477 0.8346 4.1657
C 1.3985 1.8280 5.0549
C 0.4799 2.7322 4.6218
C -0.0449 2.6718 3.3057
C -0.9716 3.6662 2.9119
C -1.4707 3.6468 1.6469
C -1.1096 2.6202 0.7566
C -0.2514 1.5837 1.0664
C 0.3479 1.6454 2.3891
H 2.6086 0.1354 4.4861
H 1.7993 1.8735 6.0611
H 0.1334 3.5272 5.2743
H -1.2614 4.4255 3.6307
H -2.1710 4.4098 1.3206
H -1.5651 2.6380 -0.2251
O -0.6353 -1.1959 1.5160
C -1.4896 -2.0900 1.8262
C -1.1686 -3.1212 2.7517
C -2.1180 -4.0151 3.1830
C -3.4393 -3.9456 2.7236
C -3.7615 -2.9715 1.7985
C -2.8117 -2.0664 1.3213
C -3.1391 -1.0821 0.3025
N -2.4046 -0.0729 -0.1670
C -3.1788 0.5428 -1.1341
C -4.3641 -0.0913 -1.2610
N -4.3256 -1.1172 -0.3446
H -0.1469 -3.1589 3.1090
H -1.8387 -4.7847 3.8954
H -4.1929 -4.6346 3.0823
H -4.7905 -2.9087 1.4568
H -2.8085 1.3924 -1.6760
H -5.1982 0.0712 -1.9188
H -5.0127 -1.8356 -0.2240
S -2.6183 -0.7401 -7.0811
C -1.9483 -0.6502 -5.5450
S -1.7341 -1.9938 -4.5097
C -1.0756 -1.1734 -3.1115
C -0.9131 0.1656 -3.2776
S -0.3494 1.2895 -2.0590
S -1.3896 0.7982 -4.8310
S -0.7256 -2.0759 -1.6832
I 7.7785 -0.2003 -5.0526
C 6.0798 0.0377 -3.8488
C 4.9276 -0.6712 -4.1527
C 3.8148 -0.5235 -3.3358
C 3.8466 0.3335 -2.2423
C 5.0080 1.0429 -1.9662
C 6.1371 0.8936 -2.7593
C 2.6270 0.5046 -1.3547
O 2.5455 1.5366 -0.6879
O 1.8147 -0.4819 -1.4018
H 4.8965 -1.3277 -5.0121
H 2.9012 -1.0718 -3.5284
H 5.0009 1.7177 -1.1196
H 7.0437 1.4416 -2.5389
*
```

Here is BaCl3O12 as an isolated structure from OMol25. Energies are from ωB97M-V/def2-TZVPD.

Relative energy (zero: lowest compared OMol25 entry of this formula, charge and spin) in eV: 2.564
LUMO level in eV: 0.380
Orbital gap in hartree: 0.2496
HOMO level in eV: -6.41

ORCA input file:
```
! wB97M-V def2-TZVPD RIJCOSX def2/J DEFGRID3
* xyz -1 1
Ba 0.4319 -1.8888 -0.2860
Cl -3.1912 -2.2909 1.1238
O -2.1766 -3.0633 1.7640
O -2.3022 -1.7109 0.1858
O -4.0432 -3.0580 0.3001
O -3.6407 -1.2400 1.9916
Cl -0.5386 1.9950 1.0360
O -0.1299 0.6243 0.8750
O 0.5974 2.7514 1.4523
O -0.8286 2.4910 -0.2984
O -1.7484 2.0061 1.7809
Cl 3.5475 0.6492 -1.9722
O 4.8287 0.1449 -1.5410
O 3.4544 1.9667 -1.3941
O 3.3263 0.8513 -3.4057
O 2.4133 -0.2282 -1.6121
*
```

Across the entries above, maximum force takes the values 9.81; 9.25; 1.75; 5.56; 0.51; 4.59; 1.49; 3.24; 0.67; 2.25; 6.52 eV Å⁻¹, respectively.